# 1
Molecular formula: C4H8O2
Method: DFT, the ωB97M-V functional and the def2-TZVPD basis

Structure (XYZ):
```
14
Properties=species:S:1:pos:R:3:lowdin_charge:R:1
C -0.968 1.353 -1.007 -0.081
O -0.547 0.005 -0.932 -0.164
C 0.671 -0.120 -0.255 -0.370
C 0.583 -0.009 1.210 -0.035
C 0.819 -1.494 0.301 -0.199
O -0.276 -2.306 0.179 -0.004
H -0.223 1.957 -1.541 0.094
H -1.123 1.787 -0.009 0.091
H -1.909 1.363 -1.560 0.093
H 1.504 0.350 -0.779 0.150
H -0.374 -0.003 1.703 0.106
H 1.432 0.429 1.742 0.102
H 1.358 -1.520 1.255 0.121
H -0.945 -1.791 -0.307 0.097
```

Its total energy is -8368.95965 eV. The calculation puts the energy above the lowest of the compared OMol25 structures with the same formula, charge and spin at 417.0 kJ/mol.

=====

# 2
Molecular formula: C4H8O2
Method: DFT, the ωB97M-V functional and the def2-TZVPD basis

Structure (XYZ):
```
14
Properties=species:S:1:pos:R:3:lowdin_charge:R:1
C 1.049 -1.813 -0.007 -0.068
C 0.188 -0.605 0.278 -0.278
C 0.090 2.171 0.899 0.021
O -0.065 2.061 -0.371 -0.131
C -0.996 1.078 -0.842 -0.235
O -0.332 -0.123 -0.951 -0.088
H 1.467 -2.181 0.933 0.081
H 0.476 -2.616 -0.471 0.078
H 1.864 -1.537 -0.679 0.085
H -0.640 -0.832 0.975 0.131
H -0.824 1.781 1.425 0.016
H 0.861 0.203 0.764 0.115
H -1.824 1.039 -0.117 0.133
H -1.315 1.375 -1.836 0.141
```

Its total energy is -8368.85771 eV. The calculation puts the energy above the lowest of the compared OMol25 structures with the same formula, charge and spin at 426.9 kJ/mol.

=====

# 3
Molecular formula: C4H8O2
Method: DFT, the ωB97M-V functional and the def2-TZVPD basis

Structure (XYZ):
```
14
Properties=species:S:1:pos:R:3:lowdin_charge:R:1
O -1.690 0.062 1.630 -0.072
C -1.181 0.602 0.416 -0.217
C 0.195 -0.033 0.177 -0.222
C 0.410 -1.242 -0.760 -0.132
O 1.490 -0.567 -1.436 -0.115
C 1.451 0.529 -0.525 -0.169
H -2.589 0.394 1.760 0.087
H -1.082 1.695 0.491 0.117
H -1.901 0.406 -0.400 0.122
H 0.754 -0.151 1.096 0.125
H 0.746 -2.157 -0.253 0.116
H -0.387 -1.517 -1.471 0.121
H 2.274 0.456 0.246 0.124
H 1.508 1.523 -0.972 0.115
```

Its total energy is -8370.44000 eV. The calculation puts the energy above the lowest of the compared OMol25 structures with the same formula, charge and spin at 274.2 kJ/mol.